A 6-piece molecular cluster, C4H12BrCl4N3O6 overall, computed with ωB97M-V/def2-TZVPD.

```
! RIJCOSX wB97M-V def2-TZVPD def2/J DEFGRID3
* xyz -1 2
N 14.686 -16.714 18.052
H 15.013 -16.475 18.978
H 14.214 -15.916 17.651
H 14.034 -17.483 18.094
H 15.519 -16.915 17.517
N 12.926 -19.385 16.532
O 13.082 -18.878 17.618
O 13.670 -19.200 15.621
O 12.224 -20.424 16.394
N 13.436 -15.944 14.637
O 14.429 -16.661 14.362
O 12.541 -15.852 13.910
O 13.455 -15.500 15.786
Br 16.849 -18.170 15.895
Cl 8.837 -17.004 19.851
C 10.097 -15.753 19.733
C 11.105 -16.117 18.747
Cl 12.377 -14.891 18.780
H 10.583 -15.785 20.708
H 9.572 -14.799 19.782
H 10.570 -16.088 17.798
H 11.475 -17.139 18.836
Cl 15.966 -13.606 18.726
C 16.586 -13.376 20.388
C 16.159 -14.549 21.254
Cl 16.464 -16.054 20.437
H 16.094 -12.451 20.688
H 17.648 -13.140 20.312
H 15.107 -14.461 21.526
H 16.699 -14.527 22.201
*
```

Highest occupied orbital energy (alpha / beta) ... -4.7 / -4.5 eV
<S²> ... 0.755

=====

C4H12BrFeO2 as an isolated structure, computed with ωB97M-V/def2-TZVPD.

```
! RIJCOSX wB97M-V def2-TZVPD def2/J DEFGRID3
* xyz 0 6
Fe 3.617 0.118 -2.794
Br 2.734 0.958 -0.515
C -0.298 -1.806 1.139
C 0.435 -2.759 0.239
O 1.091 -2.150 -0.869
H 0.389 -0.993 1.374
H -0.701 -2.224 2.061
H -1.158 -1.391 0.613
H -0.099 -3.647 -0.099
H 1.174 -3.252 0.871
H 1.496 -1.357 -0.511
C -1.074 2.778 -0.622
C -1.335 1.504 0.060
O -0.265 1.362 1.016
H -1.740 3.056 -1.438
H -0.084 2.691 -1.071
H -1.002 3.642 0.039
H -1.457 0.676 -0.639
H -2.255 1.596 0.637
H 0.533 1.198 0.508
*
```

Highest occupied orbital energy (alpha / beta) ... -8.5 / -10.0 eV
<S²> ... 8.754

=====

C4H12BrO2 as an isolated structure, computed with ωB97M-V/def2-TZVPD.

```
! RIJCOSX wB97M-V def2-TZVPD def2/J DEFGRID3
* xyz -1 1
Br 1.753 -0.506 0.252
C 0.479 2.486 0.357
C 0.254 1.896 1.749
O 0.436 0.504 1.719
H 0.700 3.547 0.476
H -0.429 2.352 -0.232
H 1.366 2.175 -0.194
H -0.750 2.112 2.112
H 0.925 2.180 2.560
H 1.178 0.295 1.147
C 0.060 -1.423 -1.394
C -1.257 -2.156 -1.279
O -1.721 -2.311 -0.012
H 0.870 -1.766 -0.749
H -0.180 -0.412 -1.065
H 0.547 -1.391 -2.368
H -1.098 -3.123 -1.757
H -2.060 -1.617 -1.781
H -1.074 -2.841 0.460
*
```

Highest occupied orbital energy ... -3.1 eV
Relative energy (zero: lowest compared OMol25 entry of this formula, charge and spin) ... 159.3 kcal/mol

=====

A 2-piece molecular cluster, C4H12Cl2NSi overall, computed with ωB97M-V/def2-TZVPD.

```
! RIJCOSX wB97M-V def2-TZVPD def2/J DEFGRID3
* xyz 1 1
C -0.721 -1.322 1.271
C 0.851 -1.672 -0.665
C 1.368 1.214 0.327
C -0.295 -1.414 -0.239
N -1.331 -0.919 -1.129
Si 0.349 2.771 0.015
Cl -1.122 3.190 1.350
Cl -0.562 1.879 -1.901
H -1.733 -1.754 1.318
H -0.059 -1.916 2.007
H -0.761 -0.334 1.717
H 0.725 0.362 0.416
H 1.063 -1.969 -1.686
H 1.682 -1.998 0.035
H 2.388 0.901 0.112
H 1.711 1.221 1.562
H -0.953 0.181 -1.336
H -2.265 -0.713 -0.790
H -1.377 -1.570 -1.992
H 1.042 3.862 -0.391
*
```

Highest occupied orbital energy ... -14.5 eV
Relative energy (zero: lowest compared OMol25 entry of this formula, charge and spin) ... 65.2 kcal/mol

=====

C4H12ClCoO4 as an isolated structure, computed with ωB97M-V/def2-TZVPD.

```
! RIJCOSX wB97M-V def2-TZVPD def2/J DEFGRID3
* xyz 1 4
Co -4.661 -1.033 0.105
Cl -2.458 -0.335 -0.058
C 1.078 -0.548 1.632
C 0.215 -0.902 2.850
O -0.837 0.047 2.954
O 0.714 -1.325 0.476
H 2.150 -0.695 1.783
H 0.977 0.526 1.436
H 0.839 -0.824 3.736
H -0.191 -1.904 2.710
H -1.531 -0.117 2.304
H -0.125 -0.958 0.193
C 1.238 0.615 -2.488
C -0.266 1.157 -2.328
O -0.442 1.672 -1.058
O 1.499 -0.390 -1.640
H 1.850 1.487 -2.205
H 1.378 0.278 -3.510
H -0.954 0.324 -2.475
H -0.311 2.031 -2.991
H -1.231 1.221 -0.671
H 1.068 -0.328 -0.754
*
```

Highest occupied orbital energy (alpha / beta) ... -13.0 / -12.5 eV
Relative energy (zero: lowest compared OMol25 entry of this formula, charge and spin) ... 8.1 kcal/mol
<S²> ... 3.762

=====

A 3-piece molecular cluster, C4H12IO3 overall, computed with ωB97M-V/def2-TZVPD.

```
! RIJCOSX wB97M-V def2-TZVPD def2/J DEFGRID3
* xyz -1 1
I -0.548 -2.239 1.524
C 2.699 0.220 3.457
C 1.624 1.247 3.621
O 0.315 0.698 3.877
H 2.302 -0.628 2.900
H 3.142 -0.224 4.348
H 3.527 0.546 2.827
H 1.602 1.860 2.719
H 1.800 1.950 4.435
H 0.206 -0.076 3.318
C -1.933 -0.348 -2.744
C -1.966 -0.563 -4.206
O -1.224 0.572 -4.701
O -0.774 -0.811 -2.073
H -2.832 -0.579 -2.172
H -2.011 0.730 -2.607
H -3.013 -0.410 -4.471
H -1.662 -1.531 -4.601
H -0.349 0.595 -4.307
H -0.907 -1.010 -1.143
*
```

Highest occupied orbital energy ... -4.0 eV
Relative energy (zero: lowest compared OMol25 entry of this formula, charge and spin) ... 21.5 kcal/mol

=====

A 2-piece molecular cluster, C4H12N2 overall, computed with ωB97M-V/def2-TZVPD.

```
! RIJCOSX wB97M-V def2-TZVPD def2/J DEFGRID3
* xyz 0 1
C 2.384 0.104 0.481
C 1.802 1.167 -0.131
N 1.714 2.430 0.368
H 3.449 0.019 0.690
H 1.948 -0.877 0.559
H 1.290 1.011 -1.093
H 1.554 2.492 1.345
H 1.393 3.207 -0.176
C -0.944 -0.825 0.716
C -1.258 -1.122 -0.771
N -2.682 -1.091 -1.071
H -0.066 -1.263 1.170
H -1.733 -1.372 1.253
H -1.128 0.247 0.767
H -0.808 -2.092 -1.022
H -0.717 -0.456 -1.450
H -3.164 -1.369 -0.227
H -3.032 -0.209 -1.407
*
```

Highest occupied orbital energy ... -7.5 eV
Relative energy (zero: lowest compared OMol25 entry of this formula, charge and spin) ... 66.3 kcal/mol
Structure (SMILES) ... C=CN.CCN

=====

A 2-piece molecular cluster, C4H12N2 overall, computed with ωB97M-V/def2-TZVPD.

```
! RIJCOSX wB97M-V def2-TZVPD def2/J DEFGRID3
* xyz 0 1
C 3.356 -0.218 -1.280
N 2.167 0.083 -1.041
C 1.601 0.595 0.217
H 3.715 -0.292 -2.308
H 4.046 -0.497 -0.450
H 1.393 -0.228 0.906
H 2.333 1.248 0.693
H 0.700 1.066 -0.137
C -2.264 -0.575 1.463
N -1.491 0.391 0.558
C -1.626 -0.053 -0.807
H -2.255 -0.043 2.415
H -1.646 -1.441 1.659
H -3.189 -0.780 0.929
H -1.974 1.238 0.816
H -2.637 -0.038 -1.206
H -1.090 0.573 -1.552
H -1.140 -1.029 -0.874
*
```

Highest occupied orbital energy ... -8.7 eV
Relative energy (zero: lowest compared OMol25 entry of this formula, charge and spin) ... 58.7 kcal/mol
Structure (SMILES) ... C=NC.CNC

=====

A 2-piece molecular cluster, C4H12N2 overall, computed with ωB97M-V/def2-TZVPD.

```
! RIJCOSX wB97M-V def2-TZVPD def2/J DEFGRID3
* xyz 0 1
C 3.778 -0.408 -5.940
C 2.648 -1.085 -5.894
C 1.245 -0.501 -5.925
H 4.711 -0.813 -5.564
H 3.860 0.618 -6.285
H 2.756 -2.115 -5.584
H 0.962 -0.166 -6.922
H 0.675 -1.368 -5.601
H 1.152 0.371 -5.289
N -3.648 0.573 6.226
C -2.252 0.176 6.191
N -1.545 1.301 5.601
H -3.874 1.349 5.625
H -4.375 -0.122 6.162
H -1.864 0.108 7.205
H -2.123 -0.735 5.596
H -0.563 1.424 5.808
H -1.542 1.396 4.591
*
```

Highest occupied orbital energy ... -8.7 eV
Relative energy (zero: lowest compared OMol25 entry of this formula, charge and spin) ... 42.3 kcal/mol
Structure (SMILES) ... C=CC.NCN

=====

C4H12N2 in the gas phase, computed with ωB97M-V/def2-TZVPD.

```
! RIJCOSX wB97M-V def2-TZVPD def2/J DEFGRID3
* xyz 0 1
C -1.745 0.025 0.543
C -0.390 -0.692 0.492
C 0.113 -1.049 1.948
N 0.583 0.358 -0.095
C 0.527 0.427 -1.539
N 1.532 1.373 -2.105
H -2.663 -0.600 0.840
H -1.733 0.964 1.149
H -1.967 0.254 -0.431
H -0.262 -1.327 -0.352
H 1.244 -1.251 1.899
H -0.053 -0.266 2.594
H -0.490 -1.864 2.354
H 1.606 -0.135 0.079
H 0.762 -0.575 -1.971
H -0.610 0.941 -1.786
H 2.357 1.077 -1.616
H 1.188 2.340 -2.002
*
```

Highest occupied orbital energy ... -9.1 eV
Relative energy (zero: lowest compared OMol25 entry of this formula, charge and spin) ... 52.7 kcal/mol
Structure (SMILES) ... CC(C)NCN

=====

C4H12N2 in the gas phase, computed with ωB97M-V/def2-TZVPD.

```
! RIJCOSX wB97M-V def2-TZVPD def2/J DEFGRID3
* xyz 0 1
C 0.590 -0.060 1.698
C 0.901 0.535 0.284
C 2.343 0.285 -0.145
N -0.031 0.046 -0.706
C -1.444 0.278 -0.692
N -2.200 -0.989 -0.652
H 1.180 0.444 2.461
H 0.701 -1.133 1.727
H -0.424 0.151 2.052
H 0.876 1.675 0.550
H 2.474 -0.821 -0.236
H 3.030 0.531 0.650
H 2.621 0.793 -1.050
H 0.074 -0.920 -0.989
H -1.725 0.824 -1.577
H -1.717 0.882 0.167
H -2.723 -1.187 0.203
H -3.037 -0.893 -1.231
*
```

Highest occupied orbital energy ... -8.3 eV
Relative energy (zero: lowest compared OMol25 entry of this formula, charge and spin) ... 22.3 kcal/mol
Structure (SMILES) ... CC(C)NCN

=====

A 2-piece molecular cluster, C4H12N2 overall, computed with ωB97M-V/def2-TZVPD.

```
! RIJCOSX wB97M-V def2-TZVPD def2/J DEFGRID3
* xyz 0 1
C -1.997 -0.691 0.954
N -1.099 -0.827 -0.169
N -1.684 -1.488 -1.204
H -0.044 0.488 -0.024
H -2.658 -1.778 -1.140
H -1.408 -1.139 -2.114
H -1.480 -0.165 1.756
H -2.337 -1.670 1.321
H -2.895 -0.103 0.693
C 1.957 0.490 -1.049
C 1.196 0.544 0.259
C 1.548 1.527 1.194
H 1.033 -0.484 0.671
H 1.786 -0.420 -1.626
H 3.039 0.588 -0.935
H 1.653 1.285 -1.736
H 2.310 2.266 0.982
H 1.080 1.577 2.168
*
```

Highest occupied orbital energy (alpha / beta) ... -8.0 / -6.6 eV
Relative energy (zero: lowest compared OMol25 entry of this formula, charge and spin) ... 120.3 kcal/mol

=====

An isolated ion of composition C4H12N2 and charge +2, computed with ωB97M-V/def2-TZVPD.

```
! RIJCOSX wB97M-V def2-TZVPD def2/J DEFGRID3
* xyz 2 1
C -0.795 0.528 -1.648
C 0.271 0.683 -0.863
N 1.636 0.799 -1.520
C 0.265 0.610 0.665
C 0.077 -0.792 1.183
N -1.364 -1.224 1.486
H -0.884 -0.144 -2.494
H -1.716 1.055 -1.403
H 1.672 1.560 -2.201
H 2.278 1.110 -0.781
H 2.132 -0.026 -1.880
H 1.134 1.124 1.077
H -0.595 1.287 0.794
H 0.517 -0.874 2.177
H 0.527 -1.604 0.617
H -1.419 -1.662 2.412
H -1.668 -1.949 0.831
H -2.066 -0.481 1.548
*
```

Highest occupied orbital energy ... -18.3 eV
Relative energy (zero: lowest compared OMol25 entry of this formula, charge and spin) ... 41.2 kcal/mol
Structure (SMILES) ... C=C([NH3+])CC[NH3+]

=====

A 2-piece molecular cluster, C4H12N2O overall, computed with ωB97M-V/def2-TZVPD.

```
! RIJCOSX wB97M-V def2-TZVPD def2/J DEFGRID3
* xyz 0 1
C 2.493 2.399 -1.043
N 1.131 2.109 -1.623
C 0.903 0.783 -1.622
C -0.307 0.300 -2.427
O 1.707 0.015 -1.046
H 2.572 1.773 -0.159
H 3.305 2.264 -1.741
H 2.616 3.496 -0.953
H 0.690 2.804 -2.280
H 0.108 -0.289 -3.262
H -0.967 1.071 -2.834
H -1.005 -0.360 -1.909
C -1.995 -1.826 3.255
N -1.952 -3.060 2.406
H -2.888 -2.081 3.884
H -1.079 -1.566 3.917
H -2.127 -0.836 2.683
H -1.148 -3.055 1.778
H -2.058 -3.943 2.978
*
```

Highest occupied orbital energy ... -9.0 eV
Relative energy (zero: lowest compared OMol25 entry of this formula, charge and spin) ... 40.1 kcal/mol
Structure (SMILES) ... CNC(C)=O.CN

=====

Number 1: calculated total energy -5189.85374 Eh. Number 2: calculated total energy -4147.70663 Eh. Number 3: calculated total energy -2883.93277 Eh. Number 4: calculated total energy -1423.98574 Eh. Number 5: calculated total energy -2303.08854 Eh. Number 6: calculated total energy -683.07546 Eh. Number 7: calculated total energy -269.01063 Eh. Number 8: calculated total energy -269.02277 Eh. Number 9: calculated total energy -269.04893 Eh. Number 10: calculated total energy -269.03243 Eh. Number 11: calculated total energy -269.08084 Eh. Number 12: calculated total energy -268.92471 Eh. Number 13: calculated total energy -268.41504 Eh. Number 14: calculated total energy -344.32106 Eh.